(1)
This record from the OMol25 dataset describes one molecule with the formula C27H30N4OS. The level of theory is ωB97M-V/def2-TZVPD.

Computed properties:
* E_HOMO: -7.49 eV
* 2S+1: 1
* ΔE to the lowest compared entry with this formula, charge and spin: 99.6 kJ/mol
* orbital gap: 8.0 eV

Positions of all 63 atoms, in Å:
C1 -7.23501 -1.33562 -0.34465
C2 -5.76884 -1.67087 -0.56804
O1 -5.03686 -0.46439 -0.49166
C3 -3.69069 -0.49504 -0.68409
C4 -2.93969 -1.63963 -0.93358
C5 -1.56974 -1.54784 -1.10173
C6 -0.91514 -0.32313 -1.02003
C7 -1.67584 0.82844 -0.80482
C8 -3.03922 0.73868 -0.63213
H1 -3.63161 1.62374 -0.46416
H2 -1.19825 1.79680 -0.79246
N1 0.46313 -0.28951 -1.21065
C9 1.36140 0.71658 -0.97741
N2 1.28334 1.46220 0.14302
C10 0.56670 1.08393 1.34502
H3 0.37482 2.00301 1.90571
C11 1.36857 0.09300 2.21121
C12 1.39240 -1.26132 1.58584
C13 0.41403 -2.21647 1.65649
N3 0.76673 -3.28570 0.86926
C14 1.97269 -3.03555 0.27402
C15 2.72072 -3.78841 -0.61861
C16 3.90215 -3.24575 -1.07899
C17 4.35491 -1.98750 -0.66259
C18 3.61125 -1.25027 0.23816
C19 2.40370 -1.76087 0.70739
H4 3.96090 -0.27931 0.55752
C20 5.62288 -1.41650 -1.22297
H5 6.20545 -2.17746 -1.73616
H6 5.38020 -0.62779 -1.93590
H7 6.23189 -0.97731 -0.43475
H8 4.49889 -3.80535 -1.78484
H9 2.38743 -4.76293 -0.94614
H10 0.22950 -4.13044 0.77424
C21 -0.87564 -2.22075 2.39849
H11 -1.70049 -1.94640 1.73813
H12 -1.07956 -3.21034 2.80573
H13 -0.84450 -1.50653 3.21677
H14 0.89697 0.04877 3.19527
H15 2.38937 0.45667 2.33856
H16 -0.39367 0.63067 1.10121
C22 2.13829 2.62754 0.29129
C23 1.31243 3.87784 0.17008
C24 1.13328 4.75431 1.23378
N4 0.38052 5.83842 1.17279
C25 -0.23839 6.10645 0.03698
C26 -0.13145 5.30798 -1.09340
C27 0.65703 4.17367 -1.02191
H17 0.77548 3.52250 -1.87664
H18 -0.65072 5.56759 -2.00290
H19 -0.84652 7.00141 0.03666
H20 1.62386 4.58148 2.18449
H21 2.64215 2.59229 1.26069
H22 2.89086 2.59462 -0.50266
S1 2.55295 0.91975 -2.11892
H23 0.82297 -0.98033 -1.85674
H24 -0.99377 -2.43930 -1.30165
H25 -3.40887 -2.60848 -1.00305
H26 -5.41948 -2.37444 0.20140
H27 -5.63207 -2.13400 -1.55541
H28 -7.36543 -0.87483 0.63060
H29 -7.83390 -2.24031 -0.39631
H30 -7.57453 -0.63764 -1.10480

Cartesian forces, eV/Å:
0.45 0.02 -0.05
-0.26 -0.26 0.00
0.00 0.19 0.02
0.21 0.07 -0.01
-0.39 0.03 0.00
0.23 0.30 0.02
-0.56 -0.03 0.12
0.03 -0.16 -0.15
-0.19 -0.21 0.03
-0.07 0.12 0.02
0.06 0.10 0.03
0.18 -0.22 0.07
0.17 -0.02 -0.30
-0.13 -0.27 -0.20
-0.08 -0.25 0.48
-0.08 -0.02 -0.08
-0.29 0.01 -0.24
-0.16 -0.16 0.29
0.09 0.29 0.24
-0.32 -0.24 0.00
0.49 0.33 -0.18
-0.10 -0.10 -0.01
-0.01 0.00 0.00
0.12 0.02 0.07
-0.05 -0.23 0.01
-0.03 -0.46 -0.06
0.04 0.15 0.01
-0.06 0.05 -0.03
0.09 -0.03 -0.03
0.06 0.07 -0.07
0.10 0.03 0.00
0.06 -0.06 -0.06
0.00 -0.10 -0.05
0.06 0.07 0.03
0.05 0.04 -0.14
-0.09 0.01 0.01
-0.06 -0.04 0.09
-0.03 0.02 0.09
0.05 0.06 0.06
0.02 0.06 0.12
0.10 0.14 0.12
0.16 0.35 -0.13
-0.05 0.14 0.11
0.20 -0.33 -0.18
-0.13 0.40 0.38
-0.12 0.06 -0.20
0.06 -0.09 0.04
0.00 0.09 0.10
0.02 -0.10 -0.10
-0.05 0.04 -0.07
-0.07 0.06 -0.10
0.10 -0.14 0.06
-0.02 -0.05 -0.02
-0.10 -0.02 0.30
0.40 0.05 -0.60
0.04 0.25 0.04
0.09 -0.11 0.03
-0.07 -0.07 -0.01
0.03 0.06 -0.12
0.06 0.03 0.12
-0.06 0.02 0.09
-0.08 -0.08 0.00
-0.08 0.04 -0.07

---

(2)
This record from the OMol25 dataset describes C25H30AsN5O5RuS as an isolated structure. The level of theory is ωB97M-V/def2-TZVPD.

Computed properties:
* E_HOMO (spin up / spin down): -14.33 / -14.34 eV
* 2S+1: 5
* total charge: +2
* ΔE to the lowest compared entry with this formula, charge and spin: 0.0 kJ/mol
* orbital gap (spin up / spin down): 8.0 / 5.6 eV

Positions of all 68 atoms, in Å:
Ru1 -0.03183 -0.41558 0.20046
O1 4.27776 3.98804 -0.53139
C1 3.44622 3.17550 -0.30339
C2 1.90951 3.40181 -0.29448
O2 1.31436 4.43229 -0.26137
C3 1.29577 2.01925 -0.20039
C4 2.32383 1.02834 -0.08648
O3 2.04063 -0.20980 0.00922
C5 3.68558 1.66115 -0.05840
O4 4.70518 1.09964 0.21072
O5 0.07864 1.69225 -0.18930
S1 -6.50497 -0.47186 -0.81747
C6 -4.82010 -0.53837 -0.46358
C7 -4.18886 -1.52496 0.31447
C8 -2.83660 -1.46398 0.50465
N1 -2.05504 -0.48846 -0.01428
C9 -2.66426 0.48170 -0.74222
C10 -4.00868 0.48430 -0.98487
C11 -7.14219 -1.85704 0.08948
C12 -7.24555 -3.09560 -0.52283
C13 -7.76336 -4.14419 0.22791
N2 -8.16180 -4.02253 1.49307
C14 -8.07311 -2.81560 2.05091
C15 -7.57561 -1.69664 1.39610
H1 -4.75442 -2.32586 0.76842
H2 -2.33401 -2.19754 1.12115
H3 -2.02969 1.26980 -1.12336
H4 -4.43506 1.28422 -1.57554
H5 -6.94397 -3.24212 -1.55099
H6 -7.86393 -5.12915 -0.21236
H7 -8.42280 -2.73456 3.07338
H8 -7.53848 -0.73406 1.88802
C16 3.22697 -1.11411 4.75842
C17 3.19871 -1.83229 3.42582
N3 1.98453 -1.45850 2.67578
C18 0.96170 -0.72992 3.16056
N4 0.04310 -0.25569 2.28434
C19 -1.06045 0.57932 2.80655
C20 -0.66625 1.29814 4.07745
C21 -0.19533 0.26720 5.07402
N5 0.87710 -0.53577 4.47625
C22 1.84509 -1.18251 5.37424
H9 3.51185 -0.06866 4.62537
H10 3.96082 -1.57924 5.41403
H11 3.20876 -2.91321 3.56855
H12 4.05992 -1.56221 2.81610
H13 2.10120 -1.39455 1.67658
H14 -1.93623 -0.05187 2.99170
H15 -1.33848 1.29735 2.03416
H16 -1.51477 1.84996 4.47931
H17 0.13316 2.01483 3.87417
H18 -1.01828 -0.38401 5.38089
H19 0.21010 0.73349 5.96982
H20 1.54578 -2.21981 5.54736
H21 1.80192 -0.66174 6.32740
C23 2.00616 -3.12368 -1.23334
As1 0.23914 -2.75192 -0.56502
C24 -0.00783 -4.07412 0.81785
C25 -0.92699 -3.32698 -1.98358
H22 2.02649 -4.17286 -1.52533
H23 2.75531 -2.93888 -0.46676
H24 2.21916 -2.49514 -2.09513
H25 0.30866 -5.02829 0.39793
H26 -1.05371 -4.13817 1.10828
H27 0.60059 -3.82905 1.68598
H28 -0.67611 -4.36056 -2.21909
H29 -0.77458 -2.70434 -2.86264
H30 -1.96649 -3.26338 -1.66824

Cartesian forces, eV/Å:
0.17 -0.10 0.23
0.04 0.09 0.14
0.00 -0.13 -0.37
-0.13 -0.24 0.35
0.02 0.12 -0.15
0.22 -0.07 -0.13
0.05 0.29 -0.13
0.04 -0.11 0.05
-0.34 -0.07 0.29
0.14 0.01 -0.11
-0.03 0.23 -0.01
-0.04 0.12 -0.05
0.10 0.00 0.06
-0.11 0.05 -0.03
0.17 0.13 0.01
-0.22 -0.06 -0.09
0.13 -0.10 0.06
-0.07 0.00 -0.03
-0.02 -0.07 0.00
-0.02 -0.02 0.05
-0.04 -0.11 0.08
0.11 0.24 -0.15
-0.07 -0.14 0.07
0.02 0.00 -0.03
-0.01 -0.01 0.00
0.02 -0.03 -0.02
0.01 0.00 -0.01
-0.01 -0.01 0.01
-0.01 -0.02 0.00
0.00 0.00 0.00
0.00 0.00 0.00
0.00 -0.01 0.01
0.05 0.02 0.00
-0.07 0.05 0.00
0.09 0.01 -0.15
-0.08 -0.01 0.14
-0.06 0.18 0.04
0.01 -0.07 0.01
0.02 0.06 0.00
0.04 -0.07 0.02
-0.05 -0.03 0.02
-0.06 0.00 -0.05
0.01 -0.01 0.01
-0.01 0.00 0.01
-0.02 -0.02 0.01
0.01 -0.02 0.00
0.00 0.03 -0.01
0.01 -0.02 0.01
0.01 0.01 0.00
-0.01 0.00 -0.01
-0.01 0.00 0.01
0.00 -0.01 0.02
0.01 0.02 -0.01
-0.01 -0.01 0.02
0.02 0.02 -0.01
0.01 0.01 0.00
0.01 -0.05 -0.19
0.00 0.00 0.03
-0.03 -0.03 -0.01
0.06 0.00 -0.03
-0.01 0.00 0.01
-0.01 0.00 -0.01
-0.02 -0.04 0.07
-0.01 -0.01 0.00
0.01 0.00 -0.01
-0.05 -0.01 -0.05
0.01 0.00 0.00
-0.01 -0.01 0.00

---

(3)
This record from the OMol25 dataset describes a 2-piece molecular cluster, C10H18F3O5 overall. The level of theory is ωB97M-V/def2-TZVPD.

Computed properties:
* E_HOMO: -3.91 eV
* 2S+1: 1
* total charge: -1
* orbital gap: 6.7 eV

Positions of all 36 atoms, in Å:
C1 0.29099 -3.37520 -1.61262
C2 1.18041 -2.37674 -2.34773
C3 0.43865 -1.35157 -3.20796
C4 -0.41210 -0.27297 -2.50306
C5 -0.22095 -0.11135 -1.00909
O1 -1.82813 -0.40840 -2.88682
C6 -2.43057 -1.58395 -2.73685
O2 -2.76933 -2.30279 -3.63493
O3 -2.69927 -1.85468 -1.43674
H1 -0.35359 -3.91237 -2.31510
H2 -0.32711 -2.89594 -0.85490
H3 0.89970 -4.12011 -1.09627
H4 1.85732 -1.88577 -1.64676
H5 1.82019 -2.94643 -3.02975
H6 1.18529 -0.82232 -3.80446
H7 -0.18379 -1.89426 -3.92502
H8 -0.15832 0.68545 -2.94942
H9 -0.63276 0.84131 -0.67778
H10 -0.70732 -0.88923 -0.42839
H11 0.84091 -0.07140 -0.77074
H12 -2.82891 -2.80789 -1.36937
C7 -0.92236 2.64268 4.05881
C8 0.05058 3.62130 3.40770
O4 1.36308 3.14891 3.23203
C9 1.61443 2.34897 2.01221
O5 1.04311 2.75406 0.92845
C10 1.27894 0.84788 2.29434
F1 1.56198 0.40244 3.54680
F2 2.02933 0.06738 1.46317
F3 -0.00096 0.50349 2.05230
H13 -0.44706 2.13982 4.90378
H14 -1.79876 3.18745 4.42316
H15 -1.26987 1.88481 3.36084
H16 0.14804 4.48994 4.06966
H17 -0.34585 3.98041 2.45168
H18 2.73406 2.33706 2.03878

Cartesian forces, eV/Å:
0.07 -0.07 0.07
-0.03 -0.16 -0.10
0.09 -0.04 0.08
0.25 0.02 0.19
-0.24 0.20 0.03
-0.12 -0.02 -0.19
0.01 0.25 0.30
0.01 -0.18 -0.15
0.42 -0.01 0.02
-0.04 0.06 0.01
-0.02 0.01 -0.06
0.01 -0.01 -0.02
-0.08 0.06 0.05
0.04 0.03 0.02
0.01 -0.02 -0.02
-0.05 0.10 -0.02
-0.16 0.00 -0.13
0.03 0.02 0.00
0.16 -0.08 -0.01
-0.02 -0.03 0.03
-0.33 -0.05 -0.07
0.01 -0.04 -0.03
0.01 0.36 -0.06
-0.13 -0.44 0.29
0.10 0.14 -0.34
-0.05 -0.03 0.04
0.06 -0.03 0.05
-0.01 0.05 -0.02
0.00 -0.03 0.03
-0.03 -0.07 0.04
-0.01 0.02 0.02
0.01 0.01 0.02
0.04 -0.02 -0.01
0.01 0.01 -0.03
0.01 -0.10 -0.03
-0.02 0.07 -0.02

---

(4)
This record from the OMol25 dataset describes C4H8CsO2S as an isolated structure. The level of theory is ωB97M-V/def2-TZVPD.

Computed properties:
* E_HOMO: -13.63 eV
* 2S+1: 1
* total charge: +1
* ΔE to the lowest compared entry with this formula, charge and spin: 10.1 kJ/mol
* orbital gap: 10.1 eV

Positions of all 16 atoms, in Å:
Cs1 2.89624 -3.44842 -1.87236
C1 -1.29528 0.80963 -0.29153
C2 -1.20151 -0.26447 0.79323
C3 0.21138 -0.17347 1.35506
S1 1.25696 0.17710 -0.03385
O1 1.83452 -1.08871 -0.48352
O2 2.09858 1.29484 0.25150
C4 -0.05879 0.65293 -1.16117
H1 -1.27958 1.78842 0.19094
H2 -2.17586 0.72599 -0.92484
H3 -1.36147 -1.25636 0.36569
H4 -1.93934 -0.08591 1.57251
H5 0.56562 -1.10439 1.79187
H6 0.35666 0.64627 2.05576
H7 -0.13193 -0.19099 -1.85305
H8 0.22378 1.51756 -1.75622

Cartesian forces, eV/Å:
0.01 0.17 0.11
0.17 0.09 -0.12
-0.14 0.10 -0.04
0.02 -0.31 0.32
-0.49 0.15 -0.10
0.17 -0.04 -0.26
0.56 0.11 -0.04
0.30 -0.48 -0.53
-0.12 0.07 -0.14
-0.16 0.05 0.22
-0.10 0.01 0.04
-0.02 -0.17 0.02
0.01 0.05 0.12
-0.11 0.04 0.02
-0.25 0.01 0.10
0.14 0.17 0.28

---

(5)
This record from the OMol25 dataset describes one molecule with the formula C3H6N2O. The level of theory is ωB97M-V/def2-TZVPD.

Computed properties:
* E_HOMO: -9.46 eV
* 2S+1: 1
* ΔE to the lowest compared entry with this formula, charge and spin: 191.3 kJ/mol
* orbital gap: 9.8 eV

Positions of all 12 atoms, in Å:
C1 1.48759 0.27587 -0.17485
N1 0.47797 -0.72145 0.19346
C2 -0.88687 -0.44322 0.14943
N2 -1.83506 -1.18988 0.56326
C3 -1.21213 0.90159 -0.47266
O1 -0.76790 1.92780 -0.01509
H1 1.91846 0.10396 -1.16755
H2 2.28467 0.29107 0.56846
H3 1.04002 1.26086 -0.16059
H4 0.71617 -1.22781 1.03259
H5 -1.44645 -2.07581 0.90282
H6 -1.77648 0.89702 -1.41928

Cartesian forces, eV/Å:
0.15 0.17 0.01
-0.21 0.19 0.35
0.33 -0.16 0.02
0.47 0.23 -0.44
0.17 0.36 0.01
-0.86 -0.24 -0.13
-0.08 -0.20 0.19
0.02 -0.20 -0.10
0.46 0.00 -0.03
0.04 -0.28 -0.18
-0.19 0.17 0.15
-0.31 -0.06 0.16

---

(6)
This record from the OMol25 dataset describes a 2-piece molecular cluster, C2H2N3O overall. The level of theory is ωB97M-V/def2-TZVPD.

Computed properties:
* E_HOMO: -17.13 eV
* 2S+1: 1
* total charge: +1
* ΔE to the lowest compared entry with this formula, charge and spin: 301.4 kJ/mol
* orbital gap: 9.5 eV

Positions of all 8 atoms, in Å:
C1 -0.56912 0.98943 0.17046
C2 2.12191 -0.53359 0.02131
N1 -1.09188 -0.15080 0.35209
N2 -1.26863 -1.34482 0.01432
N3 -1.53229 -2.31312 -0.53497
O1 2.87470 0.23652 -0.37534
H1 0.31712 1.15696 -0.39826
H2 -0.85180 1.95944 0.75039

Cartesian forces, eV/Å:
0.47 1.17 1.14
2.11 2.00 -1.11
-2.14 -0.47 1.43
0.68 -1.28 -3.59
0.69 3.15 2.75
-1.94 -2.12 1.10
0.51 -0.28 -0.97
-0.37 -2.17 -0.75

---

(7)
This record from the OMol25 dataset describes C27H22Cl2NO2Zn as an isolated structure. The level of theory is ωB97M-V/def2-TZVPD.

Computed properties:
* E_HOMO (spin up / spin down): 0.66 / -0.83 eV
* 2S+1: 2
* total charge: -2
* orbital gap (spin up / spin down): 2.5 / 3.9 eV

Positions of all 55 atoms, in Å:
O1 -3.08941 -4.22114 0.96636
C1 -3.71108 -3.64355 0.05690
O2 -4.75151 -3.00248 -0.06573
C2 -2.79992 -3.71798 -1.27161
C3 -3.62757 -3.79784 -2.55758
C4 -3.79216 -2.36295 -2.91316
C5 -2.87370 -1.58649 -2.18772
C6 -2.91237 -0.19632 -2.21864
C7 -3.79087 0.41681 -3.10648
C8 -4.67707 -0.35472 -3.87188
C9 -4.69648 -1.75225 -3.77167
N1 -2.18343 -2.38508 -1.28220
C10 -1.32368 -1.94881 -0.29639
C11 -0.50037 -0.83230 -0.38908
C12 0.05154 -0.28158 0.80411
C13 0.07792 1.17879 0.93876
C14 -0.14591 1.74673 2.20831
C15 -0.15733 3.13581 2.32529
C16 0.15685 3.91333 1.19491
C17 0.39031 3.32731 -0.06132
C18 0.38700 1.94163 -0.18520
H1 -2.06519 -4.52677 -1.15970
H2 -3.01911 -4.30504 -3.32068
H3 -4.58020 -4.32960 -2.44476
H4 -2.27771 0.34405 -1.53473
H5 -3.78690 1.49429 -3.18259
H6 -5.37955 0.13689 -4.54494
H7 -5.40742 -2.37921 -4.32961
H8 -1.18394 -2.63652 0.56613
H9 -0.24255 -0.37323 -1.35921
H10 -0.31501 -0.75441 1.71875
H11 -0.31888 1.08645 3.06023
H12 -0.43040 3.57224 3.29691
H13 0.10752 5.00197 1.28619
H14 0.59285 3.95859 -0.93325
H15 0.66668 1.46158 -1.13263
Cl1 4.28319 3.04357 -2.75430
Zn1 3.47620 4.49000 -1.39929
Cl2 2.67065 5.94732 -0.10580
C19 4.18164 -0.23069 0.18282
C20 2.84717 -0.67254 -0.00668
C21 2.16048 -0.68658 1.26398
C22 3.03562 0.02566 2.18411
C23 4.32351 0.21625 1.53659
C24 5.43686 0.67014 2.26842
C25 5.25296 0.99776 3.61544
C26 3.97422 0.98036 4.20422
C27 2.85509 0.55569 3.46534
H16 4.99439 -0.23465 -0.54536
H17 2.38127 -0.95853 -0.95694
H18 1.50679 -1.44368 1.66231
H19 6.42244 0.73290 1.78225
H20 6.11714 1.26856 4.22179
H21 3.85760 1.32158 5.23466
H22 1.83181 0.64867 3.84435

Cartesian forces, eV/Å:
-0.85 0.02 1.39
2.01 -1.14 -1.80
-0.85 0.14 0.67
-1.06 -0.18 1.09
0.57 -0.24 -0.10
-0.31 0.78 -0.75
-0.48 -0.18 0.91
0.19 -0.17 -0.37
-0.30 -0.70 -0.13
-0.08 0.42 -0.22
0.51 -0.29 0.37
0.61 0.15 -1.18
1.28 0.02 -0.07
-0.09 -1.08 0.02
-1.48 1.61 0.31
0.37 -2.04 0.20
-0.04 0.79 -0.57
0.19 -0.51 -0.26
-0.71 0.53 0.18
0.24 -0.19 0.46
0.19 1.14 -0.22
-0.11 0.38 -0.07
-0.22 -0.03 -0.13
0.25 0.14 0.17
-0.02 0.29 -0.15
-0.16 0.11 -0.01
0.16 -0.02 0.11
0.24 0.45 0.23
-0.74 0.68 -0.52
-0.66 -0.15 0.57
0.05 -0.02 -0.26
-0.10 0.24 -0.26
0.33 0.07 -0.54
0.15 -0.32 -0.09
-0.09 -0.12 0.29
-0.28 0.24 0.49
-0.21 0.60 0.34
-0.06 -0.72 0.00
0.30 0.14 -0.25
-0.73 0.17 -0.24
0.85 -0.45 0.87
1.27 0.70 -0.13
0.37 -0.20 -0.47
-0.23 -0.40 -0.33
-0.39 0.00 0.29
0.34 -0.11 -0.38
-0.65 0.00 -0.36
0.36 -0.20 0.47
-0.38 0.17 0.02
0.37 -0.24 0.42
0.20 -0.16 -0.24
-0.41 0.01 0.31
-0.14 0.10 -0.08
-0.03 -0.01 -0.26
0.47 -0.23 0.25

---

(8)
This record from the OMol25 dataset describes one molecule with the formula C2H2ClI. The level of theory is ωB97M-V/def2-TZVPD.

Computed properties:
* E_HOMO (spin up / spin down): -9.21 / -7.93 eV
* 2S+1: 1
* ΔE to the lowest compared entry with this formula, charge and spin: 665.2 kJ/mol
* orbital gap (spin up / spin down): 8.7 / 6.2 eV

Positions of all 6 atoms, in Å:
C1 0.47604 1.42596 0.00666
C2 0.27979 -2.15031 0.50285
Cl1 0.85608 -0.41143 0.14594
I1 -1.74510 -2.42949 0.36419
H1 0.82420 1.84653 -0.89982
H2 -0.69100 1.71874 -0.11981

Cartesian forces, eV/Å:
-3.93 -0.66 0.20
0.05 0.17 0.14
0.41 1.69 -0.45
-0.41 0.01 -0.07
1.51 -0.03 -0.98
2.37 -1.17 1.15

---

Among the records above, which one has the highest 2S+1?
C25H30AsN5O5RuS

---

What is the 2S+1 in the first record?
1